# 1
This record from OMol25 describes a structure of composition H4NO2SSi in a non-equilibrium geometry. The level of theory is the ωB97M-V functional and the def2-TZVPD basis.

```
9
Properties=species:S:1:pos:R:3:forces:R:3:nbo_charge:R:1
H 1.24370 2.01041 0.12183 1.176 1.412 -0.665 -0.30
H 2.10602 -0.96755 -0.40817 -2.521 0.619 -0.500 0.35
S -2.04627 0.12102 0.19106 -0.406 -2.684 -0.305 0.68
Si 0.68574 0.70970 0.19541 -2.219 0.333 0.320 1.55
O -1.65499 -1.56914 -0.39395 -2.872 2.549 0.387 -0.90
H 0.25867 0.80970 1.59396 0.203 -0.425 0.967 -0.31
N 1.07161 -0.65101 -0.58331 3.377 -1.734 0.135 -1.58
H -0.72044 -1.54961 -0.31212 2.491 -0.129 0.090 0.50
O -0.94403 1.08648 -0.40471 0.772 0.059 -0.429 -1.00
```
Forces are in eV/Å.

- Orbital gap: 0.2756 hartree
- Total charge: -1
- ΔE to the lowest compared entry with this formula, charge and spin: 26.6 kcal per mole
- E_LUMO: 3.796 eV
- E_tot: -24363.1992 eV

***

# 2
This record from OMol25 describes the ion H4NO2SSi with charge -1 in a non-equilibrium geometry. The level of theory is the ωB97M-V functional and the def2-TZVPD basis.

```
9
Properties=species:S:1:pos:R:3:forces:R:3:nbo_charge:R:1
N 1.62815 -1.53477 0.34531 0.449 1.471 -2.212 -1.12
O -0.07661 0.49389 -0.74882 0.469 -0.015 -0.324 -1.27
Si -1.57036 0.34842 -0.18040 1.073 1.254 -1.138 1.24
O 2.46188 0.90616 0.15126 -0.600 -1.318 -0.808 -0.98
H 1.86151 -1.28337 1.28468 0.049 0.280 0.960 0.33
S 1.83126 -0.24843 -0.56385 -0.643 -0.388 2.162 1.55
H -2.13954 1.74808 -0.00221 0.105 -0.280 0.924 -0.26
H -1.42029 -0.54323 1.00501 -0.948 -0.001 0.055 -0.22
H -2.57599 0.11327 -1.29098 0.048 -1.002 0.382 -0.26
```
Forces are in eV/Å.

- Orbital gap: 0.3125 hartree
- Total charge: -1
- ΔE to the lowest compared entry with this formula, charge and spin: 23.5 kcal per mole
- E_LUMO: 3.941 eV
- E_tot: -24363.3356 eV

***

# 3
This record from OMol25 describes the ion H4NO2SSi with charge -1 in a non-equilibrium geometry. The level of theory is the ωB97M-V functional and the def2-TZVPD basis.

```
9
Properties=species:S:1:pos:R:3:forces:R:3:nbo_charge:R:1
Si 0.26834 -0.22975 -0.71262 -0.269 0.800 0.535 0.89
H 0.22227 -0.19802 1.71609 0.331 -0.375 0.019 0.37
O 0.05216 2.78610 -1.51258 -0.051 -0.479 0.684 -1.05
H 1.23500 -1.37322 -0.54021 -0.173 0.111 -0.195 -0.23
O 2.01193 1.70523 -2.48010 0.195 -0.293 0.484 -1.06
N -0.37909 0.01181 0.93811 -0.055 0.494 -0.225 -1.29
H -0.61624 0.99330 1.08896 -0.188 -0.177 -0.246 0.38
S 1.22855 1.89543 -1.21230 -0.218 -0.047 -1.082 1.21
H -0.93529 -0.64459 -1.53286 0.428 -0.034 0.028 -0.22
```
Forces are in eV/Å.

- Orbital gap: 0.2439 hartree
- Total charge: -1
- ΔE to the lowest compared entry with this formula, charge and spin: 10.7 kcal per mole
- E_LUMO: 3.930 eV
- E_tot: -24363.8888 eV

***

# 4
This record from OMol25 describes a cluster of 2 separate species, H4O2 in total in a non-equilibrium geometry. The level of theory is the ωB97M-V functional and the def2-TZVPD basis.

```
6
Properties=species:S:1:pos:R:3:forces:R:3:nbo_charge:R:1
H 1.97512 0.56551 -0.07086 -0.203 -0.202 -0.031 0.49
H -0.40691 -0.20739 -0.21606 -0.948 0.809 0.193 0.49
H 1.39912 -0.78698 0.43168 0.162 0.224 -0.028 0.49
O -1.35865 -0.07624 -0.03320 -0.752 0.767 0.439 -0.98
H -1.47644 0.81048 0.39809 0.547 -1.442 -0.732 0.46
O 1.17228 0.02854 -0.03466 1.194 -0.157 0.159 -0.95
```
Forces are in eV/Å.

- Orbital gap: 0.4052 hartree
- SMILES: O.O
- ΔE to the lowest compared entry with this formula, charge and spin: 6.8 kcal per mole
- E_LUMO: 0.537 eV
- E_tot: -4159.6433 eV

***

# 5
This record from OMol25 describes a cluster of 2 separate species, H4O2 in total in a non-equilibrium geometry. The level of theory is the ωB97M-V functional and the def2-TZVPD basis.

```
6
Properties=species:S:1:pos:R:3:forces:R:3:nbo_charge:R:1
O -1.54138 0.45254 -1.37605 -1.477 -0.744 -0.278 -0.95
H 1.79291 -1.20274 1.81928 0.285 0.436 -0.202 0.47
H -1.85282 1.31701 -1.63958 0.284 0.278 0.042 0.47
H 0.64518 -0.62502 1.04896 1.332 0.534 0.140 0.46
O 1.60282 -0.43798 1.24842 -1.662 -0.983 0.069 -0.93
H -0.64670 0.49620 -1.10104 1.238 0.478 0.228 0.47
```
Forces are in eV/Å.

- Orbital gap: 0.4588 hartree
- SMILES: O.O
- ΔE to the lowest compared entry with this formula, charge and spin: 6.0 kcal per mole
- E_LUMO: 0.748 eV
- E_tot: -4159.6777 eV

***

# 6
This record from OMol25 describes a cluster of 2 separate species, H4O2 in total in a non-equilibrium geometry. The level of theory is the ωB97M-V functional and the def2-TZVPD basis.

```
6
Properties=species:S:1:pos:R:3:forces:R:3:nbo_charge:R:1
O -0.78853 0.66663 -1.92727 0.823 -0.742 1.003 -0.94
O 1.51157 -0.61608 1.64206 -0.789 -0.995 0.877 -0.91
H -0.91875 0.38859 -0.99554 -0.127 0.420 -1.055 0.47
H 1.06568 -1.26801 2.22037 1.079 0.042 0.050 0.46
H 0.69442 -0.29946 1.27312 -0.264 0.945 -0.897 0.45
H -1.56440 1.12833 -2.21274 -0.721 0.329 0.022 0.47
```
Forces are in eV/Å.

- Orbital gap: 0.4488 hartree
- SMILES: O.O
- ΔE to the lowest compared entry with this formula, charge and spin: 8.8 kcal per mole
- E_LUMO: 0.455 eV
- E_tot: -4159.5584 eV

***

Which of these has the lowest E_LUMO?
number 6

***

E_tot of number 1 (H4NO2SSi)?
-24363.1992 eV

***

Which of these has the lowest orbital gap?
number 3